Record 1
The following is a DFT calculation (ωB97M-V/def2-TZVPD) of C6H15N3 in the gas phase in a non-equilibrium geometry.

Summary:
HOMO-LUMO gap in Ha: 0.36979
SMILES: [H]/N=C(\C)C(N)(N)CCC
Max |F| in eV/A: 2.18
ΔE to the lowest compared entry with this formula, charge and spin in kcal per mole: 13.2
Net charge: 0
E_LUMO in eV: 1.050

Each line ends with the Mulliken charge.
Geometry (Å):
H  0.8473  -1.8034  1.8365  0.264
N  0.5395  -0.8516  1.6454  -0.664
C  1.0560  -0.3375  0.5907  0.323
C  1.9323  -1.0528  -0.3941  -1.525
C  0.5518  1.0156  0.2074  0.664
N  1.4577  1.7153  -0.6759  -0.516
N  0.2555  1.8029  1.3835  -0.680
C  -0.8317  0.7239  -0.6994  -1.081
C  -1.8346  -0.1667  -0.0152  -0.235
C  -1.9054  -1.5747  -0.6010  -1.215
H  1.9726  -2.1217  -0.1814  0.456
H  1.5937  -0.8889  -1.4151  0.317
H  2.9459  -0.6499  -0.3226  0.365
H  1.2032  2.6897  -0.7714  0.288
H  2.4123  1.7025  -0.3398  0.266
H  0.1554  1.1957  2.1896  0.299
H  -0.5948  2.3426  1.2704  0.273
H  -0.4928  0.3155  -1.6500  0.366
H  -1.2126  1.7312  -0.8668  0.500
H  -1.4642  -0.2918  1.0618  0.269
H  -2.8275  0.2888  -0.0392  0.326
H  -0.9331  -2.0538  -0.5154  0.236
H  -2.6239  -2.1782  -0.0488  0.357
H  -2.2027  -1.5526  -1.6492  0.348


Record 2
The following is a DFT calculation (ωB97M-V/def2-TZVPD) of C11H11I in the gas phase in a non-equilibrium geometry.

Summary:
HOMO-LUMO gap in Ha: 0.27525
SMILES: C[C@H](I)[C@]12C=CC=CC1=CC=C2
Max |F| in eV/A: 4.81
ΔE to the lowest compared entry with this formula, charge and spin in kcal per mole: 76.4
Net charge: 0
E_LUMO in eV: -0.356

Each line ends with the Mulliken charge.
Geometry (Å):
C  -1.3451  1.6295  1.5627  -1.119
C  -1.1338  0.8180  0.3105  -0.589
I  -3.1826  -0.2016  0.2363  -0.065
C  0.0904  -0.5257  0.3322  1.027
C  1.2984  0.4157  0.0104  -0.485
C  1.3333  0.9638  -1.2355  -0.625
C  0.6400  0.3504  -2.4037  -0.456
C  -0.2181  -0.6761  -2.1809  -1.293
C  -0.2139  -1.2968  -0.9320  0.456
C  -0.1572  -2.6003  -0.6373  -0.397
C  0.1942  -2.8973  0.7076  -0.574
C  0.4918  -1.7592  1.3592  -0.661
H  -1.6256  0.9935  2.3115  0.472
H  -2.1661  2.4825  1.5011  0.301
H  -0.3562  1.9846  1.8683  0.324
H  -1.1024  1.2485  -0.6966  0.567
H  1.8785  0.7135  0.8933  0.379
H  2.1329  1.6378  -1.3194  0.481
H  0.8762  0.7825  -3.3230  0.480
H  -0.5371  -1.1330  -3.0068  0.622
H  -0.3720  -3.4045  -1.4679  0.254
H  0.3897  -3.7765  1.2384  0.499
H  0.9360  -1.4242  2.2981  0.400


Record 3
The following is a DFT calculation (ωB97M-V/def2-TZVPD) of 4 unconnected molecules or ions with the total composition C2H11NO3 in a non-equilibrium geometry.

Summary:
HOMO-LUMO gap in Ha: 0.36154
SMILES: C=NC.O.O.O
Max |F| in eV/A: 2.68
ΔE to the lowest compared entry with this formula, charge and spin in kcal per mole: 41.7
Net charge: 0
E_LUMO in eV: 0.570

Each line ends with the Mulliken charge.
Geometry (Å):
C  -0.3583  0.3267  -0.1294  -0.397
N  0.5728  -0.2925  0.4658  -0.356
C  0.4848  -1.7381  0.6418  -0.786
H  -0.1224  1.2241  -0.7042  0.371
H  -1.4344  0.2152  0.0259  0.305
H  -0.5158  -2.0886  0.3797  0.367
H  0.7202  -1.9776  1.6851  0.237
H  1.2500  -2.2626  0.0725  0.276
O  1.6766  0.4659  3.1996  -0.643
H  1.7217  1.4243  3.2066  0.304
H  1.7862  0.3508  2.2474  0.337
O  1.4676  0.3442  -2.8551  -0.635
H  1.1405  -0.1679  -2.0921  0.320
H  1.6080  -0.2936  -3.5463  0.307
O  -3.4817  0.6822  -1.0521  -0.622
H  -3.3560  1.6248  -1.2114  0.315
H  -4.4160  0.5399  -1.2912  0.299


Record 4
The following is a DFT calculation (ωB97M-V/def2-TZVPD) of C3H4N2O in the gas phase.

Summary:
HOMO-LUMO gap in Ha: 0.34994
Max |F| in eV/A: 0.58
ΔE to the lowest compared entry with this formula, charge and spin in kcal per mole: 66.6
Net charge: 0
E_LUMO in eV: 0.729

Each line ends with the Mulliken charge.
Geometry (Å):
O  2.0142  0.2979  -0.0225  -0.475
C  0.7197  -0.0215  -0.0248  0.497
N  0.2802  -1.2233  -0.0850  -0.710
N  -1.1312  -1.0343  -0.1181  0.216
C  -1.6437  0.1744  -0.1104  -0.436
C  -0.3777  0.9947  0.0624  -0.230
H  2.5182  -0.5285  -0.0966  0.371
H  -1.6655  -1.8913  -0.1392  0.210
H  -0.4504  1.3508  1.1003  0.222
H  -0.2639  1.8812  -0.5660  0.335